1.
Molecular formula: C8H16O6Rb
Method: DFT, the ωB97M-V functional and the def2-TZVPD basis

XYZ file:
```
31
C8H16O6Rb | the OMol25 dataset | the ωB97M-V functional and the def2-TZVPD basis
Rb -1.97813 0.43662 0.31450
O -1.55125 -1.53377 -1.50864
O 0.62911 1.77372 0.40071
O -2.08570 -3.61627 -2.24544
O 2.59985 1.37915 1.27477
O 1.69449 3.20286 1.89865
O -1.42973 -2.13364 -3.67194
C -1.59630 -2.36642 -2.35640
C 0.61077 4.18486 1.91391
C -0.96105 -0.86866 -4.31032
C -2.22079 -4.36242 -1.07097
C -0.20685 4.10933 3.24079
C 3.82151 1.78625 1.99372
C -0.92657 -4.98955 -0.59771
C 1.55441 2.14176 1.12776
H -2.85143 -5.17028 -1.44210
H 4.60255 2.31917 1.45143
H -0.34939 -5.52987 -1.34806
H -1.72283 -0.40112 -4.93418
H 0.48759 3.93727 4.06313
H -1.16385 -5.72165 0.17419
H 4.07049 0.86491 2.52025
H -0.91967 3.29673 3.10056
H -0.15489 3.90874 1.18891
H 0.99874 5.10068 1.46798
H -0.21789 -4.26939 -0.18877
H -0.71948 -0.14830 -3.52877
H -0.12585 -0.88310 -5.01056
H -0.73780 5.02913 3.48607
H 3.62407 2.29527 2.93713
H -2.77398 -3.77203 -0.34054
```

## Properties
Spin multiplicity: 2
HOMO energy (alpha / beta) (eV): -2.70 / -11.17
HOMO-LUMO gap (alpha / beta) (Eh): 0.116 / 0.423
LUMO energy (alpha / beta) (eV): 0.444 / 0.343

---

2.
Molecular formula: C8H16Si
Method: DFT, the ωB97M-V functional and the def2-TZVPD basis

XYZ file:
```
25
C8H16Si | the OMol25 dataset | the ωB97M-V functional and the def2-TZVPD basis
Si 1.13991 -0.00836 0.12363
C 0.90913 -1.11011 -1.38619
C 0.74935 -1.17387 1.55269
C -2.70799 -1.82865 0.25929
C 2.97587 0.67213 0.39715
C -0.88070 2.42164 0.38886
C -0.18579 2.82770 -0.83101
C -3.35222 -0.66048 -0.08929
C 0.04256 1.54274 0.01570
H -0.10069 -1.92262 1.37229
H -0.20957 -1.03014 -1.71846
H -1.62354 -1.82567 0.47108
H 0.38609 -0.57495 2.51140
H 2.96482 1.09720 1.52991
H -3.14934 -2.68094 -0.19730
H 1.31572 -2.14439 -1.14048
H 1.51954 -0.63844 -2.19158
H 0.44003 3.70606 -0.70416
H -1.64462 2.85078 1.02317
H -4.46005 -0.65240 -0.37588
H 1.64998 -1.72626 1.87947
H 3.26651 1.57572 -0.33058
H -0.54877 2.59114 -1.84777
H 3.84000 0.02234 0.33864
H -3.08960 0.31168 0.19724
```

## Properties
HOMO energy (eV): -9.02
HOMO-LUMO gap (Eh): 0.366
LUMO energy (eV): 0.924
Energy relative to the best compared isomer or geometry (same formula, charge and spin) (eV): 4.554

---

no.,E_tot (eV)
1,-21492.9157
2,-16429.0196